<1>
# C6H11N

The molecule C6H11N (ωB97M-V with the def2-TZVPD basis set, the Open Molecules 2025 dataset).

The value obtained for the HOMO-LUMO gap is 9.8 eV. As for the SMILES: C[C@]12C[C@H](CN1)C2.

Positions of all 18 atoms, in Å:
C  -2.169  0.185  0.043
C  -0.644  -0.054  -0.097
C  0.105  -0.837  -1.123
C  1.409  -0.592  -0.109
C  1.560  0.844  -0.063
C  0.304  -0.718  1.083
H  -2.302  0.688  0.965
H  -2.782  -0.683  -0.004
H  -2.455  0.763  -0.944
H  -0.220  -1.876  -1.269
H  0.401  -0.151  -2.089
H  2.349  -1.037  0.000
H  1.874  1.077  1.015
H  2.258  1.296  -0.928
H  -0.295  1.717  0.494
H  0.559  -0.169  2.097
H  -0.012  -1.725  1.176
N  0.059  1.273  -0.248

=====

<2>
# C6H11N

The molecule C6H11N (ωB97M-V with the def2-TZVPD basis set, the Open Molecules 2025 dataset).

The value obtained for the HOMO-LUMO gap is 9.0 eV. As for the SMILES: C=CNC/C=C/C.

Positions of all 18 atoms, in Å:
C  -2.968  1.621  -0.039
C  -1.740  1.028  0.084
N  -1.251  0.040  -0.863
C  0.160  0.412  -1.399
C  2.405  -1.634  1.200
C  1.179  -0.899  0.590
C  1.266  -0.001  -0.422
H  -3.859  1.066  -0.377
H  -3.172  2.616  0.519
H  -0.991  1.313  0.779
H  -2.075  -0.620  -0.952
H  0.389  -0.239  -2.204
H  -0.045  1.405  -1.619
H  2.785  -0.995  1.967
H  2.083  -2.406  1.890
H  3.404  -1.766  0.451
H  0.230  -1.530  0.917
H  2.199  0.589  -0.524

=====

Here are the energies relative to the best structure, in kJ/mol: <1> 0.0; <2> 117.7.

=====

<1>
# C6H11N

A structure of composition C6H11N (ωB97M-V with the def2-TZVPD basis set, the Open Molecules 2025 dataset).

The value obtained for the HOMO-LUMO gap is 10.0 eV.

Positions of all 18 atoms, in Å:
C  -1.829  -0.100  -0.671
C  -0.443  0.070  -0.161
C  0.691  -0.464  -0.980
C  1.720  -0.076  0.096
C  -0.038  -0.598  1.189
C  0.051  1.291  0.560
H  -2.172  -1.273  -0.494
H  -2.603  0.450  0.071
H  -1.957  0.207  -1.763
H  0.715  -1.562  -1.148
H  0.847  0.257  -1.848
H  2.377  0.696  -0.379
H  2.519  -0.938  0.317
H  -0.701  -0.356  1.953
H  0.192  -1.659  1.034
H  0.414  2.024  -0.132
H  -0.855  1.606  1.164
N  1.071  0.426  1.193

=====

<2>
# C6H11N

The molecule C6H11N (ωB97M-V with the def2-TZVPD basis set, the Open Molecules 2025 dataset).

The value obtained for the HOMO-LUMO gap is 9.8 eV. As for the SMILES: C=C/C(=C\N)CC.

Positions of all 18 atoms, in Å:
C  1.807  -0.708  -1.501
C  0.615  0.260  -1.299
N  -0.829  -1.189  1.933
C  -0.159  -1.161  0.638
C  -0.037  0.039  0.053
C  -0.483  1.357  0.637
C  -1.784  1.627  0.695
H  1.448  -1.734  -1.578
H  2.630  -0.674  -0.771
H  2.307  -0.351  -2.407
H  -0.026  -0.056  -2.152
H  0.827  1.289  -1.574
H  -0.294  -0.907  2.728
H  -1.829  -1.167  1.872
H  0.185  -2.158  0.402
H  0.309  2.019  0.942
H  -2.151  2.619  0.938
H  -2.535  0.896  0.444

=====

Here are the energies relative to the best structure, in kJ/mol: <1> 97.0; <2> 0.0.

=====

<1>
# C5H13N2

The ion C5H13N2 with charge +1 (ωB97M-V with the def2-TZVPD basis set, the Open Molecules 2025 dataset).

The value obtained for the HOMO-LUMO gap is 7.6 eV. As for the total charge: +1. As for the SMILES: C/C(=C\N)CC[NH3+].

Positions of all 20 atoms, in Å:
C  -0.686  -1.030  -1.036
C  0.474  -0.026  -0.731
C  0.354  0.551  0.650
C  -0.554  1.551  0.756
N  -0.894  2.238  1.888
C  1.289  0.085  1.716
N  -0.347  -1.770  -2.325
H  -1.654  -0.568  -1.151
H  -0.649  -1.709  -0.191
H  0.493  0.757  -1.495
H  1.382  -0.611  -0.932
H  -0.995  1.871  -0.179
H  -1.818  2.459  2.142
H  -0.223  2.255  2.620
H  2.337  0.250  1.460
H  1.194  -0.971  1.989
H  1.111  0.607  2.659
H  -0.599  -2.760  -2.261
H  0.660  -1.781  -2.477
H  -0.878  -1.399  -3.102

=====

<2>
# C5H13N2

The ion C5H13N2 with charge +1 (ωB97M-V with the def2-TZVPD basis set, the Open Molecules 2025 dataset).

The value obtained for the HOMO-LUMO gap is 8.9 eV. As for the total charge: +1. As for the SMILES: C=C(N)C[C@H](C)[NH3+].

Positions of all 20 atoms, in Å:
C  1.245  -0.355  -1.970
C  0.466  -0.971  -0.820
C  0.838  -0.370  0.532
C  -0.140  0.644  1.054
C  0.051  1.953  0.780
N  -1.146  0.146  1.865
N  -1.055  -0.805  -1.046
H  1.659  0.628  -1.726
H  0.731  -0.208  -2.914
H  2.157  -0.897  -2.216
H  0.653  -2.042  -0.900
H  0.910  -1.160  1.289
H  1.871  -0.029  0.560
H  1.085  2.219  0.609
H  -0.768  2.660  0.777
H  -1.124  -0.819  2.138
H  -1.594  0.875  2.394
H  -1.473  -0.522  -0.148
H  -1.182  0.048  -1.609
H  -1.293  -1.494  -1.756

=====

Here are the energies relative to the best structure, in kJ/mol: <1> 0.0; <2> 45.7.

=====

<1>
# C5H13N2

The ion C5H13N2 with charge +1 (ωB97M-V with the def2-TZVPD basis set, the Open Molecules 2025 dataset).

The value obtained for the HOMO-LUMO gap is 8.8 eV. As for the total charge: +1. As for the SMILES: N/C=C/CCC[NH3+].

Positions of all 20 atoms, in Å:
C  -1.592  -0.526  -0.056
C  -0.828  -0.784  -1.402
C  0.624  -0.313  -1.414
N  2.358  0.298  1.777
C  1.406  -0.197  0.913
C  1.045  0.489  -0.158
N  -1.750  0.912  0.470
H  -2.665  -1.002  -0.178
H  -1.032  -1.017  0.877
H  -1.365  -0.258  -2.232
H  -0.847  -1.800  -1.573
H  1.348  -1.060  -1.526
H  0.771  0.419  -2.155
H  2.533  -0.102  2.670
H  2.491  1.310  1.817
H  1.069  -1.240  0.938
H  1.738  1.338  -0.385
H  -0.798  1.440  0.289
H  -1.918  0.698  1.400
H  -2.590  1.395  -0.072

=====

<2>
# C5H13N2

A structure of composition C5H13N2 (ωB97M-V with the def2-TZVPD basis set, the Open Molecules 2025 dataset).

The value obtained for the HOMO-LUMO gap is 6.7 eV. As for the total charge: +1.

Positions of all 20 atoms, in Å:
C  -0.997  -0.801  -1.067
C  -0.766  0.422  -0.270
C  0.678  0.958  -0.363
C  1.711  0.143  0.426
C  2.802  -0.390  -0.147
N  -0.743  -0.782  1.929
N  -1.641  1.515  -0.544
H  -0.097  -1.350  -1.335
H  -1.660  -1.624  -0.806
H  -1.499  -0.658  -2.058
H  -0.697  -0.259  0.917
H  0.899  0.840  -1.418
H  0.574  1.989  0.008
H  3.177  -0.004  -1.100
H  3.533  -0.922  0.446
H  -1.016  -1.736  2.149
H  1.474  -0.214  1.426
H  -1.282  -0.116  2.503
H  -1.997  1.816  0.380
H  -2.454  1.173  -1.079

=====

Here are the energies relative to the best structure, in kJ/mol: <1> 0.0; <2> 271.0.